{
  "formula": "C13H51N18O14PSSi2",
  "method": "wB97M-V/def2-TZVPD",
  "symbols": ["C", "C", "O", "C", "C", "O", "Si", "O", "Si", "P", "O", "O", "S", "H", "H", "H", "H", "H", "H", "H", "H", "H", "H", "H", "H", "H", "H", "H", "C", "O", "N", "N", "H", "H", "H", "H", "C", "O", "N", "N", "H", "H", "H", "H", "C", "O", "N", "N", "H", "H", "H", "H", "C", "O", "N", "N", "H", "H", "H", "H", "C", "O", "N", "N", "H", "H", "H", "H", "C", "O", "N", "N", "H", "H", "H", "H", "C", "O", "N", "N", "H", "H", "H", "H", "C", "O", "N", "N", "H", "H", "H", "H", "C", "O", "N", "N", "H", "H", "H", "H"],
  "positions_angstrom": [[-2.632, 0.772, 3.842], [-1.738, -0.402, 3.492], [-1.315, -1.180, 4.597], [-0.570, -0.486, 5.570], [0.394, -1.484, 6.179], [1.228, -2.041, 5.184], [2.452, -1.256, 4.449], [3.485, -0.588, 5.586], [3.514, 0.994, 5.940], [3.809, 2.266, 4.071], [2.376, 2.864, 3.615], [4.599, 3.600, 4.571], [4.787, 1.334, 2.724], [-2.096, 1.583, 4.347], [-3.040, 1.187, 2.917], [-3.452, 0.442, 4.480], [-2.312, -1.092, 2.866], [-0.856, -0.082, 2.916], [-1.218, -0.098, 6.371], [-0.047, 0.379, 5.133], [0.954, -1.029, 7.007], [-0.190, -2.304, 6.605], [1.917, -0.104, 3.682], [3.180, -2.202, 3.625], [4.648, 1.338, 6.815], [2.239, 1.424, 6.571], [2.376, 3.829, 3.563], [4.118, 4.101, 5.243], [0.618, -2.871, 1.226], [1.666, -2.470, 1.717], [0.379, -2.869, -0.112], [-0.412, -3.307, 2.010], [-0.500, -3.148, -0.503], [1.083, -2.489, -0.716], [-0.256, -3.298, 3.003], [-1.304, -3.601, 1.648], [-3.895, -2.402, 0.644], [-3.303, -3.340, 1.163], [-3.372, -1.157, 0.541], [-5.145, -2.573, 0.097], [-3.843, -0.406, 0.066], [-2.440, -1.014, 0.894], [-5.535, -3.496, 0.150], [-5.672, -1.831, -0.335], [8.701, 1.740, 0.043], [9.654, 1.709, -0.715], [7.479, 1.218, -0.288], [8.757, 2.308, 1.285], [6.692, 1.270, 0.330], [7.386, 0.755, -1.174], [9.632, 2.703, 1.570], [7.974, 2.330, 1.914], [6.117, 2.237, -4.133], [5.539, 1.196, -3.888], [6.971, 2.830, -3.248], [5.949, 2.908, -5.323], [7.465, 3.682, -3.431], [7.109, 2.366, -2.367], [5.332, 2.495, -5.997], [6.433, 3.755, -5.552], [3.495, 6.249, -2.905], [2.756, 6.920, -2.208], [3.810, 6.608, -4.191], [4.067, 5.087, -2.474], [4.406, 6.062, -4.783], [3.408, 7.456, -4.542], [3.856, 4.788, -1.540], [4.680, 4.525, -3.037], [-5.648, -1.350, 2.428], [-5.307, -0.730, 3.419], [-6.614, -0.892, 1.570], [-5.085, -2.551, 2.090], [-6.906, -1.387, 0.750], [-7.042, -0.013, 1.793], [-4.370, -2.908, 2.699], [-5.344, -3.077, 1.278], [-4.813, -1.314, -3.261], [-5.204, -0.453, -2.473], [-4.932, -1.196, -4.606], [-4.226, -2.465, -2.820], [-4.615, -1.911, -5.244], [-5.368, -0.370, -4.968], [-4.136, -2.550, -1.823], [-3.913, -3.200, -3.429], [-1.008, 0.458, -1.880], [-0.347, -0.448, -1.399], [-0.575, 1.754, -1.878], [-2.239, 0.239, -2.429], [-1.100, 2.515, -2.263], [0.326, 1.932, -1.474], [-2.562, -0.711, -2.439], [-2.830, 0.957, -2.802], [-5.802, -4.227, -7.142], [-4.750, -3.766, -6.723], [-6.089, -4.276, -8.474], [-6.763, -4.728, -6.311], [-6.941, -4.653, -8.843], [-5.396, -3.919, -9.105], [-6.577, -4.707, -5.326], [-7.629, -5.111, -6.637]],
  "forces_ev_per_angstrom": [[0.17, 0.18, 0.19], [-0.08, -0.04, -0.21], [-0.16, 0.10, 0.08], [-0.06, 0.04, 0.17], [-0.38, -0.04, -0.07], [0.21, -0.19, 0.47], [0.08, -0.19, -0.85], [-0.16, 0.15, 0.00], [-0.16, 0.11, 0.20], [0.11, 0.01, 0.04], [-0.02, 0.08, 0.25], [-0.12, 0.08, -0.03], [0.21, -0.09, -0.20], [0.06, -0.13, -0.03], [-0.10, -0.04, 0.10], [-0.03, 0.04, -0.17], [0.16, -0.01, 0.24], [-0.03, 0.04, 0.05], [-0.01, 0.01, -0.10], [0.05, -0.18, -0.03], [0.12, 0.03, -0.18], [0.05, 0.02, -0.05], [0.04, 0.07, 0.12], [0.20, -0.07, 0.18], [0.05, -0.03, -0.03], [0.07, 0.06, -0.03], [-0.03, -0.08, -0.19], [0.08, -0.01, 0.09], [-0.38, 0.18, 0.27], [0.19, 0.05, -0.09], [0.25, -0.51, 0.09], [0.06, -0.15, -0.08], [-0.04, 0.13, 0.03], [-0.10, 0.20, 0.03], [-0.01, 0.10, 0.05], [-0.03, 0.12, 0.02], [2.04, 1.28, -0.31], [2.13, -1.49, -2.10], [-0.06, -0.12, -0.54], [0.23, 0.38, -10.19], [0.02, -0.01, -0.13], [0.01, -0.04, -0.14], [-0.02, -0.43, -1.74], [0.46, -0.23, -0.51], [-0.03, -0.02, 0.04], [0.00, 0.04, -0.02], [-0.04, 0.20, -0.16], [0.00, 0.04, -0.02], [-0.15, -0.10, 0.04], [0.03, -0.25, 0.13], [0.01, -0.01, 0.00], [0.00, -0.04, 0.00], [0.14, 0.03, -0.08], [-0.04, -0.02, 0.01], [-0.20, 0.11, 0.01], [-0.16, 0.11, 0.13], [0.09, -0.06, -0.03], [0.11, 0.13, 0.07], [0.03, -0.03, -0.01], [0.10, -0.07, -0.04], [0.00, -0.03, -0.06], [-0.01, 0.01, 0.01], [0.02, 0.02, 0.03], [0.04, -0.03, 0.01], [-0.03, -0.03, 0.00], [0.00, 0.00, 0.01], [0.01, 0.00, 0.00], [-0.02, -0.04, 0.01], [-0.25, -0.97, 0.75], [-0.04, 0.37, -0.09], [-0.19, 0.40, -0.13], [-1.97, 0.64, 8.79], [-0.35, 0.17, 0.45], [-0.01, 0.05, 0.03], [-0.60, 0.30, 0.90], [-1.44, -0.29, 4.78], [-0.18, -0.28, -0.12], [-0.01, 0.00, 0.12], [0.06, -0.05, -0.13], [0.13, 0.23, -0.13], [-0.09, 0.00, -0.03], [-0.01, 0.01, 0.02], [-0.05, -0.29, -0.01], [0.04, 0.05, -0.05], [-0.02, 0.08, 0.06], [-0.04, 0.03, -0.12], [-0.02, 0.00, 0.00], [0.13, 0.05, -0.02], [0.00, -0.01, -0.02], [0.01, 0.00, 0.00], [-0.01, 0.03, 0.02], [-0.03, 0.00, 0.05], [-0.02, -0.04, -0.05], [0.02, 0.18, 0.21], [0.00, 0.02, 0.02], [0.01, 0.03, 0.00], [0.00, -0.01, 0.00], [0.01, -0.01, 0.00], [0.00, 0.00, 0.00], [0.00, 0.00, -0.01]],
  "homo_energy_ev": -8.81,
  "e_tot_ev": -105683.5779,
  "e_lumo_ev": 0.06,
  "gap_ev": 8.86
}

{
  "formula": "C5H7NO",
  "method": "wB97M-V/def2-TZVPD",
  "symbols": ["C", "C", "C", "C", "C", "H", "H", "H", "H", "H", "H", "H", "N", "O"],
  "positions_angstrom": [[0.435, -1.136, -0.756], [-0.607, -1.172, 0.500], [0.851, 0.543, 0.782], [0.590, 0.389, -0.778], [-0.837, 1.093, -0.177], [-1.622, -1.389, 0.138], [-0.409, -1.892, 1.330], [1.053, 1.606, 0.751], [1.460, -0.219, 1.162], [1.160, 0.887, -1.722], [-1.771, 1.051, -0.995], [-0.714, 2.121, 0.055], [-0.577, 0.220, 0.994], [0.990, -2.102, -1.284]],
  "forces_ev_per_angstrom": [[-0.92, -1.03, 1.03], [-0.14, -0.58, -0.59], [-0.41, 0.44, -2.37], [-0.11, 1.45, -2.28], [-0.68, -2.78, -4.79], [0.30, -0.05, -0.03], [0.28, 0.56, -0.78], [0.68, 0.01, 1.71], [1.52, -0.24, 1.17], [-0.99, -1.23, 2.63], [1.95, -0.52, 2.75], [0.37, 0.79, 0.28], [-0.63, 0.44, 0.41], [-1.21, 2.75, 0.85]],
  "homo_energy_ev": -8.85,
  "e_tot_ev": -8832.3806,
  "e_lumo_ev": 0.90,
  "gap_ev": 9.76
}

{
  "formula": "C33H36AsIP2PmS",
  "method": "wB97M-V/def2-TZVPD",
  "symbols": ["Pm", "I", "C", "C", "C", "C", "C", "C", "C", "C", "C", "P", "C", "C", "C", "C", "C", "C", "C", "C", "C", "C", "C", "C", "C", "H", "H", "H", "H", "H", "H", "H", "H", "H", "H", "H", "H", "H", "H", "H", "H", "C", "As", "C", "C", "S", "H", "H", "H", "H", "H", "H", "H", "H", "H", "C", "P", "C", "C", "C", "C", "C", "C", "C", "H", "H", "H", "H", "H", "H", "H", "H", "H", "H", "H"],
  "positions_angstrom": [[1.269, 0.572, -0.219], [1.455, -2.218, 1.054], [-0.332, -3.410, 0.920], [-0.242, -4.336, 1.968], [-0.988, -5.513, 1.863], [-1.641, -5.779, 0.648], [-1.753, -4.794, -0.370], [-2.402, -5.128, -1.562], [-2.709, -4.127, -2.482], [-2.262, -2.821, -2.286], [-1.471, -2.534, -1.177], [-1.200, -0.734, -0.895], [-2.948, -0.109, -0.650], [-3.638, 0.715, -1.587], [-4.948, 1.078, -1.329], [-5.572, 0.607, -0.119], [-4.860, -0.225, 0.762], [-3.594, -0.665, 0.485], [-0.584, 0.104, -2.369], [-0.348, -0.417, -3.682], [-0.081, 0.486, -4.690], [0.025, 1.859, -4.422], [-0.144, 2.391, -3.164], [-0.588, 1.493, -2.212], [-1.161, -3.478, -0.201], [0.412, -4.262, 2.806], [-0.816, -6.357, 2.475], [-2.203, -6.728, 0.463], [-2.761, -6.155, -1.728], [-3.247, -4.469, -3.362], [-2.431, -2.041, -2.992], [-3.119, 0.920, -2.555], [-5.574, 1.707, -2.055], [-6.521, 0.963, 0.210], [-5.235, -0.575, 1.720], [-2.944, -1.323, 1.118], [-0.356, -1.501, -3.856], [0.135, 0.169, -5.688], [0.339, 2.540, -5.251], [0.017, 3.377, -2.856], [-0.813, 1.844, -1.206], [0.187, 3.248, 4.702], [0.053, 1.553, 3.758], [-1.764, 0.942, 3.804], [1.169, 0.196, 4.507], [0.423, 2.174, 1.768], [0.103, 3.990, 3.874], [1.038, 3.470, 5.278], [-0.676, 3.488, 5.388], [-1.975, 0.405, 4.699], [-1.782, 0.214, 2.929], [-2.310, 1.847, 3.577], [1.145, 0.305, 5.593], [2.246, 0.357, 4.231], [0.806, -0.828, 4.227], [3.405, 4.077, 0.936], [2.737, 3.239, -0.570], [3.282, 4.113, -2.124], [3.743, 1.636, -0.489], [4.011, 0.916, -1.594], [4.467, -0.392, -1.573], [4.724, -1.081, -0.384], [4.380, -0.362, 0.811], [3.970, 0.970, 0.739], [4.355, 4.502, 0.674], [3.442, 3.355, 1.771], [2.875, 4.939, 1.248], [4.285, 4.519, -2.083], [2.590, 4.914, -2.293], [3.132, 3.364, -2.902], [3.919, 1.222, -2.580], [4.632, -0.913, -2.538], [5.040, -2.130, -0.413], [4.406, -0.806, 1.806], [3.780, 1.432, 1.698]],
  "forces_ev_per_angstrom": [[-0.03, 0.36, -0.16], [-0.30, 0.04, -0.12], [1.24, -0.14, 2.23], [-1.00, 0.15, -1.69], [-0.59, -0.56, -2.87], [-0.36, 0.10, 0.93], [0.56, -0.08, 0.80], [-1.03, 0.87, -0.67], [0.23, -1.52, -0.17], [0.77, -0.85, 0.98], [0.01, 1.83, -0.96], [-1.17, -0.50, 0.47], [-0.16, -0.41, -0.40], [1.25, -1.03, -0.06], [-1.96, 0.12, 0.53], [2.02, 0.27, -0.57], [-0.70, -0.18, 0.36], [2.53, 0.81, -1.19], [-0.82, -0.44, -1.81], [0.11, -0.13, 1.13], [0.20, 0.53, 0.40], [0.92, 1.02, -1.55], [-0.67, -1.77, -0.13], [1.19, -0.38, 1.44], [-0.42, -1.88, -0.11], [0.53, 0.42, 0.28], [-0.12, -0.38, 1.21], [0.88, 0.74, 0.34], [0.20, 0.59, 0.15], [0.01, 0.56, -0.01], [-0.53, 0.32, -0.41], [-0.70, 0.25, 0.95], [1.20, -1.02, 1.17], [-0.67, 0.12, -0.22], [-0.65, 0.24, -0.27], [-1.18, 0.51, -0.24], [-0.01, 0.56, 0.00], [-0.09, -0.32, -0.42], [-0.37, -0.73, 0.73], [0.05, 1.49, -0.16], [-0.35, 0.46, 0.18], [-2.31, 1.05, -0.65], [-0.30, 0.35, 1.41], [1.14, -0.78, -2.15], [1.13, -0.68, -0.18], [0.45, 0.00, -0.87], [0.19, -0.45, 0.63], [1.46, -0.25, 0.45], [0.60, -0.80, -0.76], [-0.43, 0.00, 0.82], [-0.36, 0.96, 1.01], [-0.69, -0.17, 0.18], [-0.26, -0.03, 0.01], [-1.06, -0.26, 0.00], [0.40, 1.01, 0.14], [0.07, -0.74, -0.49], [0.71, -0.49, 0.34], [-0.26, -0.93, 1.00], [-0.17, 1.85, 1.78], [0.33, -1.75, -1.09], [0.83, -1.83, 0.08], [-1.16, 0.85, 0.52], [0.43, -0.58, -0.96], [-0.44, -0.30, 0.33], [0.91, -0.30, 0.04], [0.14, 0.56, -0.48], [-1.20, 0.64, 0.22], [0.22, -0.21, -0.02], [-0.43, 0.46, -0.10], [0.27, 0.21, -0.23], [-0.52, 1.41, -1.62], [-0.01, 0.46, 0.71], [-0.04, 0.56, 0.28], [0.38, -0.09, -0.31], [-0.05, 0.26, -0.11]],
  "charge": 3,
  "multiplicity": 5,
  "homo_energy_ev": [-15.57, -15.57],
  "e_tot_ev": -149687.0255,
  "e_lumo_ev": [-9.04, -8.69],
  "gap_ev": [6.54, 6.89]
}

{
  "formula": "ClHNO2",
  "method": "wB97M-V/def2-TZVPD",
  "symbols": ["N", "O", "O", "Cl", "H"],
  "positions_angstrom": [[-0.556, 0.135, 0.033], [-1.394, 0.967, -0.158], [-0.936, -1.405, 0.058], [2.292, 0.142, 0.023], [0.594, 0.162, 0.044]],
  "forces_ev_per_angstrom": [[-3.34, -6.67, -0.59], [1.36, -0.91, 0.43], [1.36, 6.96, 0.01], [0.08, 0.13, -0.01], [0.52, 0.50, 0.16]],
  "charge": -1,
  "homo_energy_ev": -5.19,
  "e_tot_ev": -18121.7106,
  "e_lumo_ev": 3.69,
  "gap_ev": 8.88
}